Entry one
Molecular formula: CH5N2S
Method: DFT, ωB97M-V/def2-TZVPD

Last column: Mulliken charge in e.
Atoms and positions in Å:
C1 -0.82 -0.01 -0.14  -0.030
N1 -1.10 1.19 0.78  -0.467
N2 0.81 0.05 -0.28  -0.375
S1 -1.60 1.34 -0.87  0.090
H1 -1.14 -1.03 -0.01  0.421
H2 -1.73 1.16 1.59  0.291
H3 0.89 1.06 -0.05  0.373
H4 0.95 -0.06 -1.27  0.339
H5 1.34 -0.67 0.26  0.358

Summary:
highest occupied orbital energy	-13.8741	eV
structure (SMILES)	[NH3+][C@H]1NS1
net charge	+1
spin multiplicity	1
gap between HOMO and LUMO	9.9	eV

---

Entry two
Molecular formula: CH5N2S
Method: DFT, ωB97M-V/def2-TZVPD

Last column: Mulliken charge in e.
Atoms and positions in Å:
C1 -0.48 0.45 0.03  -0.215
N1 -0.96 0.52 -1.19  -0.224
N2 0.39 -0.57 0.15  -0.135
S1 0.82 -1.05 1.64  0.101
H1 -0.35 -0.28 2.03  0.390
H2 -1.70 1.26 -1.50  0.305
H3 -0.70 -0.18 -2.00  0.213
H4 0.67 -0.94 -0.70  0.273
H5 1.69 -0.13 1.89  0.293

Summary:
highest occupied orbital energy	-14.1138	eV
net charge	+1
spin multiplicity	1
gap between HOMO and LUMO	9.1	eV

---

Pick the most stable structure from those above. Pick: entry one